# 1
20
Properties=species:S:1:pos:R:3:nbo_charge:R:1 method="wB97M-V/def2-TZVPD" homo_lumo_gap_ev=9.27 de_lowest_kcal_mol=38.59 lumo_ev=0.99
C -3.1195 -0.6499 -0.6714 -0.26
C 4.2578 -0.1732 -0.6997 -0.52
C -1.7862 -0.7757 -0.8740 -0.14
C 3.1285 0.2201 -0.2177 0.14
C 1.9953 0.5626 0.2684 -0.35
C -2.0590 0.9973 0.5578 -0.17
C -0.9441 0.2767 -0.2152 -0.38
C 1.1614 -0.3667 0.9916 -0.24
C -0.1828 -0.5109 0.7941 -0.13
C -3.2399 0.5154 0.2617 -0.23
H -0.9042 -1.1030 1.3449 0.22
H -1.6833 1.7554 1.2645 0.22
H -0.3653 1.0111 -0.8108 0.25
H -4.2263 0.7476 0.6616 0.22
H 1.6690 -0.9121 1.8047 0.22
H -3.6657 -1.3096 -1.2356 0.23
H 5.0832 0.1452 -0.0866 0.23
H 4.1815 -0.7010 -1.6010 0.23
H 1.8587 1.6673 0.0815 0.24
H -1.1589 -1.3965 -1.6189 0.22

=====

# 2
60
Properties=species:S:1:pos:R:3:nbo_charge:R:1 method="wB97M-V/def2-TZVPD" homo_lumo_gap_ev=8.68 de_lowest_kcal_mol=76.70 lumo_ev=0.66 smiles="COCc1ccc(C(=O)N2CCCC[C@H]2C(=O)Nc2ccc(-n3nc(C)cc3C)cc2)o1"
O 2.8826 -2.1224 -0.6591 -0.63
O 3.8292 -2.8981 2.6621 -0.40
O -0.3372 0.0918 0.9524 -0.61
O 5.1143 -2.5451 5.5318 -0.52
N -0.9178 -0.5243 -1.1616 -0.60
N 1.4444 -2.1306 1.0740 -0.42
N -3.6938 4.9603 -2.6666 -0.28
N -3.9812 3.7236 -3.1031 -0.18
C -3.2145 2.6512 -2.6364 0.13
C -2.1633 0.5131 -2.9168 -0.23
C -1.1303 -3.0410 1.9524 -0.41
C -0.7021 -3.1652 0.4936 -0.40
C 0.3417 -2.0950 0.1327 -0.14
C 5.9459 -2.3759 2.2211 -0.31
C -2.9232 1.5454 -3.4290 -0.22
C -4.5369 7.2406 -2.9857 -0.64
C 2.6911 -2.1791 0.5512 0.64
C 6.0786 -1.5221 5.5699 -0.26
C 0.1012 -3.1282 2.8479 -0.40
C -0.3204 -0.7110 0.0469 0.69
C 3.8615 -2.3223 1.4377 0.15
C 5.1549 -1.9932 1.1189 -0.23
C -1.6661 0.5673 -1.6164 0.13
C -1.9297 1.6905 -0.8361 -0.18
C -4.5615 5.7748 -3.2299 0.15
C -5.6859 2.5217 -4.5317 -0.65
C -5.4529 5.0458 -4.0421 -0.34
C -2.6960 2.7177 -1.3452 -0.21
C 1.0764 -2.0153 2.4704 -0.24
C 5.3190 -3.4908 4.5023 -0.11
C -5.0575 3.7323 -3.9405 0.18
C 5.0908 -2.9318 3.1326 0.26
H 0.7845 -2.3233 -0.8447 0.26
H -2.8996 3.5962 -0.7545 0.24
H -1.5335 1.7515 0.1629 0.25
H 5.4764 -1.5318 0.2086 0.24
H -5.4782 7.5665 -2.5446 0.22
H -5.2093 2.2459 -5.4732 0.22
H -6.2722 5.4312 -4.6147 0.22
H -1.9415 -0.3427 -3.5393 0.21
H 5.8282 -0.9004 6.4266 0.20
H -3.2622 1.4959 -4.4503 0.22
H 1.9625 -2.0572 3.0965 0.23
H 7.0068 -2.2678 2.3208 0.23
H 0.5901 -1.0451 2.6131 0.23
H 6.0605 -0.9127 4.6595 0.17
H 7.0862 -1.9363 5.6994 0.16
H 0.5850 -4.0992 2.7203 0.20
H -1.8401 -3.8330 2.1978 0.21
H -5.6227 1.6769 -3.8479 0.23
H 6.3393 -3.8988 4.5586 0.18
H -0.1790 -3.0196 3.8958 0.21
H -4.3975 7.7784 -3.9226 0.22
H -3.7218 7.4817 -2.3098 0.23
H -1.5654 -3.0694 -0.1683 0.21
H -0.7881 -1.2514 -1.8521 0.40
H -1.6239 -2.0800 2.1097 0.21
H -6.7330 2.7312 -4.7389 0.23
H -0.2558 -4.1493 0.3315 0.21
H 4.5935 -4.2843 4.6975 0.21

=====

# 3
6
Properties=species:S:1:pos:R:3:nbo_charge:R:1 method="wB97M-V/def2-TZVPD" homo_lumo_gap_ev="8.05 / 8.05" de_lowest_kcal_mol=65.53 lumo_ev="-0.91 / -0.91"
Cl 1.1252 -1.5954 0.2993 0.08
O -0.7822 1.3843 -0.1990 -0.49
O -1.5186 -0.8039 -0.4172 -0.49
C -1.2006 0.3009 -0.3660 1.02
C 1.0722 0.0337 -0.0980 -0.24
H 1.3041 0.6803 0.7810 0.13

=====

# 4
20
Properties=species:S:1:pos:R:3:nbo_charge:R:1 method="wB97M-V/def2-TZVPD" total_charge=+1 homo_lumo_gap_ev=12.31 de_lowest_kcal_mol=0.00 lumo_ev=-2.88
Cl 3.5349 0.6984 0.4808 0.08
P -0.5539 0.0824 0.1592 1.46
F 1.4500 -0.8953 1.4529 -0.31
F 1.5650 1.1191 -1.1571 -0.34
F 0.9087 -1.9138 -0.3917 -0.31
C -0.3411 1.7161 0.8224 -0.98
C 1.1587 -0.7061 0.1496 0.42
C -1.2128 -0.0276 -1.6077 -0.91
C -1.4859 -1.1378 1.0968 -0.94
C 2.2562 0.1279 -0.5661 0.09
H 0.0512 1.7507 1.8299 0.29
H -2.5332 -0.8038 1.0611 0.27
H -2.0668 0.6101 -1.8831 0.29
H -0.3127 0.0982 -2.2513 0.27
H 2.5342 -0.5721 -1.4411 0.23
H 0.4366 2.1148 0.2295 0.29
H -1.4542 -2.1449 0.7713 0.29
H -1.5514 -1.1130 -1.6451 0.27
H -1.3436 2.1253 0.8947 0.28
H -1.0399 -1.1286 1.9949 0.26

=====

# 5
9
Properties=species:S:1:pos:R:3:nbo_charge:R:1 method="wB97M-V/def2-TZVPD" homo_lumo_gap_ev=5.69 de_lowest_kcal_mol=17.70 lumo_ev=-4.09
In -3.7003 22.2685 -9.7892 0.94
P -3.6332 19.7584 -7.2630 2.40
O -2.4616 19.9517 -6.2967 -0.77
O -4.5305 18.5023 -7.2315 -0.77
O -4.6532 20.9137 -7.5084 -0.98
O -4.5289 24.6876 -8.2364 -0.96
O -2.8647 19.7915 -8.5624 -0.83
H -4.4853 25.1857 -7.4202 0.49
H -5.4027 24.8696 -8.5822 0.48

=====

# 6
41
Properties=species:S:1:pos:R:3:mulliken_charge:R:1 method="wB97M-V/def2-TZVPD" total_charge=+3 homo_lumo_gap_ev=6.18 de_lowest_kcal_mol=0.00 lumo_ev=-12.38
I -0.9462 -0.5281 3.1912 0.02
Zr 0.2095 0.7089 1.0043 0.27
P -2.2698 1.0889 0.2432 0.69
P 2.3149 -0.7857 1.4685 0.96
O -0.2820 3.9132 -0.0049 -0.37
O 1.3147 1.9777 -0.1856 -0.95
N -0.0741 -0.8093 -0.5811 0.34
C -2.6306 2.2036 -1.1392 -1.31
C -1.2675 -1.1982 -1.1073 0.43
C 2.3453 -0.7491 -0.3919 -1.24
C -2.5311 -0.5530 -0.5782 -0.85
C -0.1023 -2.6844 -2.5854 -0.45
C -3.7573 1.2329 1.2661 -1.22
C 2.3525 -2.5427 1.8675 -1.19
C -1.2943 -2.1604 -2.1036 -0.90
C 1.1150 -2.2550 -2.0589 -0.95
C 1.1019 -1.3223 -1.0369 1.12
C 3.9615 -0.1584 1.8761 -1.25
H 2.0814 -2.6324 -2.3905 0.53
H -2.6241 3.2556 -0.8199 0.45
H -3.0284 -1.2243 0.1480 0.49
H -0.5679 3.2306 0.7387 0.36
H 2.4051 0.3662 -0.6422 -0.08
H -3.6335 1.9726 -1.5247 0.49
H 0.0186 4.7568 0.4238 0.50
H 3.3118 -2.9681 1.5325 0.44
H 3.2646 -1.2338 -0.7320 0.65
H 4.7118 -0.9383 1.6780 0.42
H -3.2352 -0.3988 -1.4155 0.58
H -3.6837 2.1533 1.8593 0.37
H 0.5245 3.3888 -0.3194 0.54
H 1.5103 -3.0585 1.3838 0.36
H -1.9044 2.0646 -1.9510 0.39
H -3.8312 0.3827 1.9549 0.40
H 4.1902 0.7489 1.2972 0.39
H 1.7805 1.8939 -1.0402 0.27
H -2.2750 -2.4572 -2.4974 0.52
H -4.6618 1.2779 0.6416 0.43
H 2.2502 -2.6217 2.9609 0.44
H 3.9497 0.0918 2.9469 0.42
H -0.1131 -3.4292 -3.3766 0.48

=====

Repeat the fifth record exactly.
9
Properties=species:S:1:pos:R:3:nbo_charge:R:1 method="wB97M-V/def2-TZVPD" homo_lumo_gap_ev=5.69 de_lowest_kcal_mol=17.70 lumo_ev=-4.09
In -3.7003 22.2685 -9.7892 0.94
P -3.6332 19.7584 -7.2630 2.40
O -2.4616 19.9517 -6.2967 -0.77
O -4.5305 18.5023 -7.2315 -0.77
O -4.6532 20.9137 -7.5084 -0.98
O -4.5289 24.6876 -8.2364 -0.96
O -2.8647 19.7915 -8.5624 -0.83
H -4.4853 25.1857 -7.4202 0.49
H -5.4027 24.8696 -8.5822 0.48